{
  "formula": "C4H2BrClO2",
  "method": "ωB97M-V/def2-TZVPD",
  "orbital_gap_ev": [7.817, 6.789],
  "e_above_lowest_kcal_mol": 83.4,
  "total_energy_ha": -3338.13052,
  "charge": 0,
  "symbols": ["C", "C", "C", "C", "O", "O", "Cl", "Br", "H", "H"],
  "positions_angstrom": [[0.333, 0.740, 0.188], [0.648, -0.616, 0.409], [0.981, 1.876, 0.120], [3.087, -0.736, 0.525], [1.250, 2.944, -0.144], [1.838, -1.105, 0.481], [4.030, -2.006, -0.239], [3.777, 0.984, -0.002], [-0.598, 1.114, 0.492], [-0.174, -1.419, 0.689]],
  "atomic_forces_ev_per_a": [[0.361, -0.978, 0.788], [-2.269, -1.260, 0.717], [0.194, -0.933, -0.656], [1.271, -0.207, -0.135], [0.880, 2.493, -0.154], [-0.098, -0.820, -0.195], [0.156, -0.014, 0.232], [-0.396, -0.121, -0.029], [-1.997, -0.219, 0.219], [1.898, 2.059, -0.787]]
}